*one*
{
  "formula": "H10O5",
  "method": "ωB97M-V/def2-TZVPD",
  "species": ["H", "H", "H", "H", "H", "H", "H", "H", "H", "H", "O", "O", "O", "O", "O"],
  "coordinates": [[0.049, 0.536, 0.392], [1.541, 0.823, 0.401], [-0.202, 3.558, -1.936], [-0.264, 2.822, -0.607], [-2.229, -2.748, -2.869], [-1.953, -1.595, -1.919], [-4.300, -0.222, 2.412], [-2.861, -0.069, 2.878], [4.846, -0.409, -0.145], [5.060, -1.838, 0.328], [0.906, 0.100, 0.454], [-0.553, 3.633, -1.041], [-2.246, -2.513, -1.935], [-3.392, -0.398, 2.143], [5.324, -0.929, 0.512]],
  "smiles": "O.O.O.O.O",
  "multiplicity": 1,
  "lumo_energy_ev": 0.096
}

*two*
{
  "formula": "H10O5",
  "method": "ωB97M-V/def2-TZVPD",
  "species": ["O", "H", "H", "O", "H", "H", "O", "H", "H", "O", "H", "H", "O", "H", "H"],
  "coordinates": [[-24.140, 23.279, -20.899], [-24.790, 22.743, -20.443], [-24.069, 23.074, -21.850], [-24.155, 25.643, -19.776], [-24.507, 25.361, -18.953], [-24.162, 24.829, -20.318], [-21.390, 23.149, -20.246], [-22.231, 23.566, -20.424], [-21.708, 22.223, -20.072], [-24.742, 24.295, -17.548], [-24.758, 24.661, -16.670], [-23.824, 23.978, -17.638], [-21.663, 26.465, -19.895], [-21.481, 26.028, -20.748], [-22.586, 26.270, -19.877]],
  "smiles": "O.O.O.O.O",
  "multiplicity": 1,
  "lumo_energy_ev": -0.072
}

*three*
{
  "formula": "H10O5",
  "method": "ωB97M-V/def2-TZVPD",
  "species": ["H", "H", "H", "H", "H", "H", "H", "H", "H", "H", "O", "O", "O", "O", "O"],
  "coordinates": [[0.342, -0.411, 1.513], [-0.894, 0.119, 0.804], [1.167, 0.710, -0.235], [-0.001, 1.591, 0.178], [-2.338, 1.020, 0.514], [-3.338, 1.553, -0.499], [2.040, -1.177, 2.046], [1.415, -2.552, 2.207], [0.296, 0.610, -3.441], [0.658, -0.033, -4.770], [-0.620, -0.466, 1.520], [0.606, 0.924, 0.519], [-3.031, 0.735, -0.092], [2.202, -2.044, 2.433], [0.924, 0.673, -4.170]],
  "smiles": "O.O.O.O.O",
  "multiplicity": 1,
  "lumo_energy_ev": -0.261
}

Which of them is most stable, and which least? Most stable: *two*; least stable: *three*.

*one*
{
  "formula": "C5H14S",
  "method": "ωB97M-V/def2-TZVPD",
  "species": ["C", "C", "S", "H", "H", "H", "H", "H", "H", "C", "C", "C", "H", "H", "H", "H", "H", "H", "H", "H"],
  "coordinates": [[-0.069, -3.059, -0.837], [0.096, -2.605, 0.602], [-1.230, -3.255, 1.669], [-0.905, -2.671, -1.409], [0.046, -4.134, -0.935], [0.785, -2.632, -1.383], [1.105, -2.902, 0.899], [0.136, -1.522, 0.728], [-1.213, -4.425, 1.018], [-0.290, 4.750, -0.970], [0.662, 3.624, -0.512], [1.956, 3.667, -1.289], [-0.255, 4.844, -2.056], [-0.212, 5.678, -0.415], [-1.326, 4.440, -0.789], [0.142, 2.684, -0.686], [0.733, 3.790, 0.559], [2.692, 2.897, -1.056], [1.741, 3.711, -2.354], [2.492, 4.558, -1.096]],
  "smiles": "CCC.CCS",
  "multiplicity": 1,
  "lumo_energy_ev": 0.788
}

*two*
{
  "formula": "C5H14S",
  "method": "ωB97M-V/def2-TZVPD",
  "species": ["C", "C", "C", "S", "H", "H", "H", "H", "H", "H", "H", "H", "C", "C", "H", "H", "H", "H", "H", "H"],
  "coordinates": [[-0.665, 0.770, -1.424], [-0.861, 2.053, -0.587], [2.208, 0.635, -2.505], [1.012, 0.061, -1.309], [-1.316, -0.038, -1.118], [-0.911, 0.897, -2.477], [-0.942, 2.885, -1.289], [-0.140, 2.128, 0.217], [1.702, 1.009, -3.378], [3.048, 1.239, -2.137], [2.685, -0.299, -2.768], [-1.866, 1.932, -0.162], [-0.592, -2.328, 1.949], [-0.389, -1.031, 2.743], [0.370, -2.830, 1.857], [-1.393, -2.978, 2.311], [-0.904, -1.900, 0.968], [-0.996, -0.174, 2.479], [0.649, -0.713, 2.868], [-0.698, -1.317, 3.762]],
  "smiles": "CCSC.CC",
  "multiplicity": 1,
  "lumo_energy_ev": 0.985
}

*three*
{
  "formula": "C5H14S",
  "method": "ωB97M-V/def2-TZVPD",
  "species": ["C", "C", "C", "S", "H", "H", "H", "H", "H", "H", "H", "H", "C", "C", "H", "H", "H", "H", "H", "H"],
  "coordinates": [[2.022, 2.242, -0.880], [1.466, 1.570, 0.379], [0.122, 0.280, -2.492], [1.003, 1.934, -2.326], [1.924, 3.321, -0.562], [2.992, 1.653, -1.244], [1.922, 2.200, 1.276], [1.743, 0.601, 0.661], [-0.323, 0.012, -1.626], [-0.676, 0.473, -3.308], [0.593, -0.629, -2.826], [0.397, 1.615, 0.353], [-1.800, -1.813, 2.348], [-1.643, -1.955, 0.866], [-0.948, -1.165, 2.628], [-2.688, -1.442, 2.849], [-1.328, -2.862, 2.795], [-2.005, -1.265, 0.110], [-0.677, -1.875, 0.393], [-2.095, -2.895, 0.607]],
  "smiles": "CCSC.CC",
  "multiplicity": 1,
  "lumo_energy_ev": 0.786
}

Which of them is most stable, and which least? Most stable: *one*; least stable: *three*.

*one*
{
  "formula": "C5H14S",
  "method": "ωB97M-V/def2-TZVPD",
  "species": ["C", "C", "H", "H", "H", "H", "H", "H", "C", "C", "C", "S", "H", "H", "H", "H", "H", "H", "H", "H"],
  "coordinates": [[-0.725, 1.888, -1.472], [-2.018, 2.692, -1.594], [-0.024, 2.441, -0.847], [-0.877, 0.961, -0.981], [-0.254, 1.741, -2.426], [-2.723, 2.091, -2.299], [-1.852, 3.636, -2.111], [-2.552, 2.752, -0.592], [1.460, -0.792, 0.208], [2.631, -0.387, 1.113], [-1.056, -1.882, -0.034], [-0.100, -0.865, 1.095], [1.370, -0.004, -0.660], [1.710, -1.781, -0.199], [2.415, 0.586, 1.486], [3.608, -0.407, 0.524], [-0.609, -2.848, -0.171], [-2.011, -2.000, 0.432], [-1.099, -1.383, -1.000], [2.746, -1.057, 1.997]],
  "smiles": "CCSC.CC",
  "multiplicity": 1,
  "lumo_energy_ev": 0.981
}

*two*
{
  "formula": "C5H14S",
  "method": "ωB97M-V/def2-TZVPD",
  "species": ["C", "C", "H", "H", "H", "H", "H", "H", "C", "C", "C", "S", "H", "H", "H", "H", "H", "H", "H", "H"],
  "coordinates": [[1.486, -0.573, 1.537], [2.747, -0.446, 2.349], [0.771, -1.323, 1.889], [0.956, 0.370, 1.403], [1.670, -0.854, 0.491], [3.244, -1.388, 2.577], [2.357, -0.068, 3.330], [3.342, 0.474, 2.265], [-1.747, -0.192, -1.058], [-2.984, -0.078, -0.174], [0.344, 1.079, -2.492], [-1.012, 1.444, -1.349], [-1.097, -0.836, -0.437], [-1.892, -0.635, -2.049], [-2.899, -0.446, 0.842], [-3.735, -0.752, -0.644], [0.268, 0.194, -3.110], [0.332, 1.931, -3.170], [1.299, 1.189, -1.967], [-3.450, 0.910, -0.234]],
  "smiles": "CCSC.CC",
  "multiplicity": 1,
  "lumo_energy_ev": 0.989
}

*three*
{
  "formula": "C5H14S",
  "method": "ωB97M-V/def2-TZVPD",
  "species": ["C", "C", "S", "H", "H", "H", "H", "H", "H", "C", "C", "C", "H", "H", "H", "H", "H", "H", "H", "H"],
  "coordinates": [[0.394, 0.933, -3.217], [-1.016, 3.100, -1.863], [0.439, 2.642, -3.014], [0.989, 0.317, -2.507], [-0.712, 0.703, -3.109], [0.696, 0.510, -4.192], [-0.734, 2.951, -0.812], [-1.832, 2.404, -2.130], [-1.371, 4.129, -1.890], [0.477, -1.920, 1.526], [-0.523, -2.422, 2.523], [0.958, -0.491, 1.911], [1.349, -2.640, 1.658], [0.011, -2.046, 0.562], [-0.274, -2.217, 3.625], [-0.601, -3.533, 2.415], [0.896, -0.399, 3.009], [1.987, -0.293, 1.674], [-1.458, -1.882, 2.431], [0.323, 0.155, 1.402]],
  "smiles": "CCC.CSC",
  "multiplicity": 1,
  "lumo_energy_ev": 0.893
}

Which of them is most stable, and which least? Most stable: *one*; least stable: *three*.

*one*
{
  "formula": "C7H8",
  "method": "ωB97M-V/def2-TZVPD",
  "species": ["C", "C", "C", "C", "C", "C", "C", "H", "H", "H", "H", "H", "H", "H", "H"],
  "coordinates": [[-0.994, -0.717, -1.086], [-0.195, 0.071, -0.025], [-0.967, 0.263, 1.300], [1.129, -0.449, 0.174], [2.221, -0.920, 0.352], [0.579, 1.298, -0.539], [0.133, 2.408, -0.993], [-0.410, -0.778, -2.006], [-1.949, -0.225, -1.304], [-1.191, -1.739, -0.729], [-1.159, -0.713, 1.769], [-0.367, 0.865, 1.983], [-1.925, 0.770, 1.128], [2.654, -1.812, 0.712], [2.441, 1.679, -0.737]],
  "multiplicity": 1,
  "lumo_energy_ev": [-1.984, -1.479]
}

*two*
{
  "formula": "C7H8",
  "method": "ωB97M-V/def2-TZVPD",
  "species": ["C", "C", "C", "C", "C", "C", "C", "H", "H", "H", "H", "H", "H", "H", "H"],
  "coordinates": [[0.816, 1.118, 0.583], [0.426, -0.085, -0.285], [-1.074, -0.424, -0.133], [-1.349, -0.927, 1.217], [-1.498, -1.359, 2.332], [0.813, 0.127, -1.687], [1.222, 0.284, -2.809], [0.117, 1.947, 0.427], [0.791, 0.843, 1.641], [1.819, 1.469, 0.332], [0.987, -0.961, 0.064], [-1.676, 0.472, -0.332], [-1.369, -1.177, -0.872], [-1.631, -1.746, 3.318], [1.605, 0.419, -3.797]],
  "smiles": "C#CC[C@H](C)C#C",
  "multiplicity": 1,
  "lumo_energy_ev": 1.021
}

Which of them is most stable, and which least? Most stable: *two*; least stable: *one*.

*one*
{
  "formula": "C7H8",
  "method": "ωB97M-V/def2-TZVPD",
  "species": ["C", "C", "C", "C", "C", "C", "C", "H", "H", "H", "H", "H", "H", "H", "H"],
  "coordinates": [[-2.723, 2.345, -1.686], [-1.883, 1.835, -1.005], [-0.583, 0.109, 1.455], [-0.692, 0.430, 0.223], [0.454, -0.414, 0.345], [0.393, -1.825, -0.144], [1.835, 0.209, 0.353], [-3.692, 2.688, -1.899], [-0.934, 0.177, 2.454], [-0.512, -2.213, 0.111], [1.306, -2.391, 0.157], [0.384, -1.817, -1.247], [1.995, 0.562, -0.633], [2.749, -0.502, 0.363], [1.904, 0.806, 1.154]],
  "multiplicity": 1,
  "lumo_energy_ev": -0.297
}

*two*
{
  "formula": "C7H8",
  "method": "ωB97M-V/def2-TZVPD",
  "species": ["C", "C", "C", "C", "C", "C", "C", "H", "H", "H", "H", "H", "H", "H", "H"],
  "coordinates": [[-0.539, -1.749, -0.671], [0.091, -0.524, -0.009], [0.652, 0.514, -1.010], [1.294, 1.549, -0.196], [1.703, 2.216, 0.718], [-0.907, 0.069, 0.894], [-1.790, 0.442, 1.622], [-1.355, -1.446, -1.335], [0.199, -2.320, -1.243], [-0.960, -2.394, 0.106], [0.947, -0.842, 0.601], [1.368, 0.027, -1.684], [-0.149, 0.930, -1.632], [2.023, 2.773, 1.569], [-2.578, 0.757, 2.270]],
  "smiles": "C#CC[C@H](C)C#C",
  "multiplicity": 1,
  "lumo_energy_ev": 1.040
}

Which of them is most stable, and which least? Most stable: *two*; least stable: *one*.